a | {"formula": "C18H26I2N4O6PdSi2", "method": "ωB97M-V with the def2-TZVPD basis set", "e_homo_ev": -8.613, "charge": 0, "gap_ev": 7.74, "spin_multiplicity": 1, "symbols": ["Pd", "I", "C", "I", "H", "H", "C", "Si", "C", "C", "C", "Si", "C", "C", "C", "H", "H", "H", "H", "H", "H", "H", "H", "H", "H", "H", "H", "H", "H", "H", "H", "H", "H", "H", "N", "C", "N", "C", "N", "O", "C", "O", "H", "O", "C", "O", "C", "C", "C", "C", "C", "C", "N", "O", "O", "H", "H", "H", "H"], "coordinates": [[1.853, -0.942, -0.059], [4.080, 0.130, 2.029], [5.340, -0.349, 0.400], [4.473, 0.296, -1.422], [5.429, -1.427, 0.350], [6.296, 0.138, 0.534], [-1.755, -3.340, 2.138], [-0.684, -1.929, 1.596], [-2.015, 0.722, 1.699], [0.289, -1.194, 3.000], [0.260, -2.205, 0.032], [-0.638, -2.005, -1.573], [-1.868, -3.320, -2.068], [-2.058, 0.393, -2.166], [0.433, -1.706, -3.065], [-2.323, -3.049, 3.026], [-1.140, -4.205, 2.395], [-2.453, -3.612, 1.347], [-1.700, 0.707, 2.739], [-3.072, 0.968, 1.631], [-1.395, 1.400, 1.124], [-0.272, -1.225, 3.937], [0.609, -0.174, 2.785], [1.186, -1.806, 3.133], [0.703, -3.204, 0.050], [-2.671, -3.434, -1.346], [-1.352, -4.278, -2.178], [-2.287, -3.072, -3.047], [-2.949, -0.038, -2.624], [-1.274, 0.557, -2.899], [-2.299, 1.329, -1.665], [1.166, -2.520, -3.075], [0.979, -0.766, -3.033], [-0.147, -1.773, -3.989], [1.167, -5.279, 2.510], [2.078, -4.962, 1.869], [3.137, -4.618, 1.150], [3.040, -3.561, 0.447], [3.014, -2.598, -0.226], [-1.867, -0.620, 1.178], [-2.517, -1.028, -0.073], [-1.534, -0.509, -1.172], [-3.344, -0.316, -0.184], [0.958, 1.062, -1.670], [0.712, 1.530, -0.555], [0.792, 0.857, 0.538], [0.286, 2.970, -0.423], [0.033, 3.531, 0.826], [-0.379, 4.849, 0.933], [-0.524, 5.583, -0.231], [-0.262, 5.062, -1.485], [0.147, 3.742, -1.573], [-0.972, 6.986, -0.128], [-1.236, 7.413, 0.978], [-1.074, 7.622, -1.157], [0.189, 2.931, 1.712], [-0.581, 5.310, 1.888], [-0.376, 5.685, -2.360], [0.368, 3.290, -2.529]]}


b | {"formula": "C18H26I2N4O6PdSi2", "method": "ωB97M-V with the def2-TZVPD basis set", "e_homo_ev": [-9.069, -9.248], "charge": 0, "gap_ev": [4.79, 5.23], "spin_multiplicity": 1, "symbols": ["Pd", "I", "C", "I", "H", "H", "C", "Si", "C", "C", "C", "Si", "C", "C", "C", "H", "H", "H", "H", "H", "H", "H", "H", "H", "H", "H", "H", "H", "H", "H", "H", "H", "H", "H", "N", "C", "N", "C", "N", "O", "C", "O", "H", "O", "C", "O", "C", "C", "C", "C", "C", "C", "N", "O", "O", "H", "H", "H", "H"], "coordinates": [[0.013, 1.189, 0.369], [0.473, 4.209, 0.001], [-1.558, 4.655, -0.542], [-2.370, 3.167, -1.843], [-1.584, 5.617, -1.039], [-2.138, 4.644, 0.372], [3.419, 2.043, 2.859], [3.072, 0.456, 1.820], [2.062, -0.720, 2.942], [4.719, -0.422, 1.378], [2.319, 1.193, 0.238], [2.371, 0.598, -1.578], [1.457, 1.903, -2.649], [1.808, -1.122, -2.177], [4.242, 0.752, -2.007], [3.942, 1.790, 3.774], [2.476, 2.506, 3.134], [4.012, 2.774, 2.320], [2.470, -0.726, 3.950], [2.059, -1.743, 2.577], [1.029, -0.385, 3.003], [5.247, -0.702, 2.281], [5.372, 0.219, 0.799], [4.540, -1.327, 0.806], [2.502, 2.269, 0.238], [0.390, 1.921, -2.425], [1.547, 1.676, -3.708], [1.860, 2.902, -2.505], [0.724, -1.194, -2.188], [2.188, -1.923, -1.554], [2.156, -1.295, -3.192], [4.683, 1.637, -1.561], [4.358, 0.822, -3.083], [4.791, -0.115, -1.664], [-0.954, -5.178, -0.749], [-0.752, -4.173, -0.215], [-0.606, -3.101, 0.459], [-0.003, -2.016, 0.421], [0.589, -1.008, 0.538], [-1.636, 2.612, 1.419], [-1.067, 2.389, 2.502], [0.054, 1.878, 2.612], [-1.598, 2.702, 3.428], [-1.824, 0.063, 0.977], [-2.083, -0.206, -0.217], [-1.352, 0.198, -1.156], [-3.262, -1.081, -0.471], [-3.479, -1.675, -1.710], [-4.533, -2.557, -1.858], [-5.361, -2.820, -0.773], [-5.154, -2.223, 0.466], [-4.096, -1.354, 0.611], [-6.474, -3.727, -0.936], [-6.637, -4.221, -2.030], [-7.182, -3.927, 0.026], [-2.822, -1.456, -2.540], [-4.721, -3.050, -2.801], [-5.810, -2.454, 1.292], [-3.890, -0.881, 1.559]]}


Verdict on stability: b comes out at the bottom.